{
  "formula": "C37H38AsIIrN2O9P2",
  "method": "ωB97M-V/def2-TZVPD",
  "orbital_gap_ev": [7.5, 5.1],
  "e_tot_ha": -5539.107544,
  "largest_force_ev_per_a": 0.68,
  "multiplicity": 6,
  "total_charge": 2,
  "e_above_lowest_ev": 0.0000,
  "e_homo_ev": [-12.76, -13.52],
  "s_squared": 8.82,
  "elements": ["Ir", "C", "C", "As", "C", "C", "C", "C", "C", "C", "C", "C", "C", "C", "C", "C", "P", "C", "C", "C", "C", "C", "C", "C", "C", "C", "C", "C", "C", "H", "H", "H", "H", "H", "H", "H", "H", "H", "H", "H", "H", "H", "H", "H", "H", "H", "H", "H", "H", "H", "H", "H", "H", "C", "O", "P", "O", "C", "O", "C", "H", "H", "H", "H", "H", "H", "H", "H", "H", "O", "C", "O", "C", "C", "C", "C", "C", "C", "N", "O", "O", "N", "O", "O", "H", "H", "H", "I", "C", "H", "H"],
  "positions_angstrom": [[-1.798, 1.886, -0.250], [1.419, 1.660, 1.581], [2.546, 0.723, 2.031], [3.904, 0.176, 0.750], [3.357, -1.460, -0.086], [3.193, -1.542, -1.463], [2.843, -2.763, -2.025], [2.668, -3.875, -1.214], [2.843, -3.782, 0.164], [3.196, -2.572, 0.740], [5.473, -0.242, 1.711], [6.458, -0.945, 1.001], [7.588, -1.382, 1.664], [7.744, -1.107, 3.020], [6.776, -0.390, 3.718], [5.647, 0.070, 3.066], [0.359, 1.057, 0.226], [0.092, -0.688, 0.613], [0.106, -1.700, -0.346], [-0.257, -2.991, 0.008], [-0.621, -3.283, 1.315], [-0.627, -2.280, 2.279], [-0.287, -0.983, 1.929], [1.295, 1.265, -1.310], [2.408, 2.107, -1.362], [3.069, 2.330, -2.566], [2.600, 1.744, -3.732], [1.457, 0.954, -3.698], [0.798, 0.720, -2.499], [1.779, 2.651, 1.305], [0.770, 1.820, 2.445], [2.142, -0.223, 2.398], [3.080, 1.208, 2.847], [3.335, -0.671, -2.092], [2.716, -2.844, -3.096], [2.404, -4.827, -1.657], [2.713, -4.654, 0.791], [3.355, -2.512, 1.810], [6.332, -1.159, -0.053], [8.349, -1.934, 1.130], [8.634, -1.442, 3.535], [6.908, -0.186, 4.772], [4.916, 0.644, 3.617], [0.398, -1.500, -1.366], [-0.263, -3.766, -0.748], [-0.904, -4.292, 1.584], [-0.906, -2.505, 3.301], [-0.348, -0.207, 2.684], [2.733, 2.661, -0.491], [3.935, 2.979, -2.590], [3.108, 1.925, -4.670], [1.063, 0.527, -4.611], [-0.114, 0.136, -2.507], [-0.929, 5.447, -1.760], [-2.303, 5.026, -1.572], [-2.713, 3.514, -1.667], [-4.275, 3.566, -1.588], [-5.008, 4.264, -0.545], [-2.379, 2.977, -3.094], [-3.125, 3.375, -4.284], [-0.963, 6.513, -1.952], [-0.487, 4.928, -2.608], [-0.360, 5.252, -0.852], [-6.056, 4.065, -0.733], [-4.801, 5.328, -0.608], [-4.725, 3.875, 0.433], [-2.462, 3.202, -5.124], [-3.401, 4.425, -4.229], [-4.009, 2.750, -4.361], [-2.610, -1.587, -2.342], [-2.840, -0.883, -1.395], [-2.384, 0.376, -1.356], [-3.597, -1.368, -0.207], [-3.716, -0.518, 1.019], [-4.007, -1.334, 2.223], [-4.558, -2.563, 2.179], [-4.704, -3.158, 0.911], [-4.159, -2.605, -0.259], [-5.318, -4.488, 0.845], [-5.350, -5.027, -0.240], [-5.758, -4.943, 1.878], [-3.687, -0.739, 3.515], [-3.159, 0.367, 3.489], [-3.938, -1.359, 4.520], [-2.774, 0.015, 1.193], [-4.843, -3.097, 3.075], [-4.147, -3.182, -1.173], [-6.751, -0.023, 0.456], [-4.770, 0.615, 0.850], [-4.505, 1.245, 0.002], [-4.813, 1.209, 1.758]],
  "atomic_forces_ev_per_a": [[0.2, 0.3, -0.1], [0.0, 0.0, 0.0], [0.0, 0.2, 0.1], [0.0, -0.1, 0.1], [0.1, 0.1, -0.1], [0.0, 0.0, 0.0], [0.0, 0.0, 0.0], [0.1, 0.0, 0.0], [0.0, 0.0, 0.0], [0.0, -0.1, -0.1], [0.0, 0.0, 0.0], [0.0, 0.0, 0.1], [0.0, 0.0, 0.0], [0.0, 0.0, 0.0], [0.0, 0.0, 0.0], [0.1, 0.0, -0.1], [-0.2, 0.1, -0.1], [-0.1, -0.1, 0.0], [-0.1, 0.0, 0.1], [-0.1, 0.0, 0.0], [0.0, 0.0, 0.0], [0.0, 0.0, 0.0], [-0.1, -0.1, 0.0], [-0.1, 0.1, -0.1], [0.0, 0.0, -0.1], [0.0, 0.0, 0.0], [0.0, 0.0, 0.0], [0.0, 0.0, 0.0], [0.0, 0.0, 0.0], [0.0, 0.0, 0.1], [-0.1, 0.0, 0.0], [0.0, 0.0, 0.0], [0.0, 0.0, 0.0], [0.0, 0.0, 0.0], [0.0, 0.0, 0.0], [0.0, 0.0, 0.0], [0.0, 0.0, 0.0], [0.0, 0.0, 0.0], [0.0, 0.0, 0.0], [0.0, 0.0, 0.0], [0.0, 0.0, 0.0], [0.0, 0.0, 0.0], [0.0, 0.0, 0.0], [-0.1, 0.0, 0.1], [0.0, 0.0, 0.0], [0.0, 0.0, 0.0], [0.0, 0.0, 0.0], [0.0, 0.0, 0.0], [0.1, -0.1, 0.0], [0.0, 0.0, 0.0], [0.0, 0.0, 0.0], [0.0, 0.0, 0.0], [0.0, 0.0, 0.0], [-0.1, 0.0, 0.0], [0.2, 0.4, 0.0], [0.3, -0.4, 0.5], [-0.3, 0.0, -0.1], [0.1, 0.0, -0.1], [-0.1, 0.0, -0.2], [0.0, 0.0, 0.0], [0.0, 0.0, 0.0], [0.0, 0.0, 0.0], [0.0, 0.0, 0.0], [0.0, 0.0, 0.0], [0.0, 0.0, 0.0], [0.0, 0.0, 0.0], [0.0, 0.0, 0.0], [0.0, 0.0, 0.0], [0.0, 0.0, 0.0], [0.0, -0.1, -0.1], [0.2, 0.1, -0.1], [-0.5, -0.4, 0.0], [0.0, 0.2, 0.1], [-0.1, 0.1, -0.1], [0.0, 0.0, 0.1], [0.0, -0.1, 0.0], [0.0, -0.1, 0.0], [0.0, -0.1, 0.1], [-0.1, 0.1, -0.1], [0.1, 0.0, -0.1], [0.0, 0.0, 0.1], [-0.1, 0.0, -0.1], [0.1, 0.1, 0.0], [0.0, -0.1, 0.1], [0.0, -0.1, 0.1], [0.0, 0.0, 0.0], [0.0, 0.0, 0.0], [-0.1, -0.1, 0.0], [0.1, 0.1, 0.0], [0.0, 0.0, 0.0], [0.1, 0.0, 0.0]]
}

***

{
  "formula": "C14H38ClNO4P",
  "method": "ωB97M-V/def2-TZVPD",
  "orbital_gap_ev": 9.4,
  "e_tot_ha": -1713.170447,
  "largest_force_ev_per_a": 0.73,
  "total_charge": 1,
  "e_homo_ev": -12.00,
  "elements": ["C", "C", "C", "C", "N", "P", "C", "C", "C", "O", "C", "C", "C", "C", "Cl", "H", "H", "H", "H", "H", "H", "H", "H", "H", "H", "H", "H", "H", "H", "H", "H", "H", "H", "H", "H", "H", "H", "H", "H", "H", "H", "C", "O", "H", "H", "H", "H", "C", "O", "H", "H", "H", "H", "C", "O", "H", "H", "H", "H"],
  "positions_angstrom": [[-0.699, 4.377, -1.933], [0.755, 4.212, -1.464], [1.623, 3.355, -2.384], [1.062, 1.958, -2.693], [0.163, 1.448, -1.621], [0.844, 0.528, -0.447], [1.148, -1.181, -0.924], [1.165, -2.217, 0.230], [2.516, -2.913, 0.465], [3.194, -2.436, 1.603], [3.647, -1.106, 1.487], [-0.214, 0.646, 1.011], [0.484, 1.222, 2.273], [-0.171, 2.519, 2.719], [0.417, 0.007, 3.571], [-0.911, 3.788, -2.824], [-1.390, 4.021, -1.167], [-0.950, 5.417, -2.115], [1.222, 5.197, -1.433], [0.815, 3.829, -0.444], [2.630, 3.274, -1.971], [1.735, 3.875, -3.336], [0.478, 1.990, -3.609], [1.884, 1.268, -2.897], [-0.698, 1.038, -1.986], [2.063, 1.113, -0.111], [2.092, -1.241, -1.467], [0.363, -1.430, -1.641], [0.860, -1.798, 1.189], [0.432, -2.983, -0.013], [2.327, -3.964, 0.666], [3.166, -2.816, -0.410], [4.590, -1.015, 2.017], [2.917, -0.413, 1.922], [3.813, -0.823, 0.440], [-1.028, 1.311, 0.719], [-0.654, -0.326, 1.226], [1.531, 1.420, 2.051], [-1.253, 2.404, 2.768], [0.217, 2.836, 3.681], [0.040, 3.286, 1.970], [3.967, -5.156, 4.034], [4.127, -5.904, 2.835], [3.851, -5.858, 4.855], [4.845, -4.535, 4.231], [3.080, -4.518, 3.985], [4.245, -5.277, 2.118], [-3.902, -0.051, -1.297], [-2.538, -0.319, -1.669], [-4.477, 0.075, -2.208], [-4.312, -0.887, -0.731], [-3.972, 0.863, -0.705], [-2.053, -0.455, -0.851], [-7.424, -1.578, -1.430], [-7.331, -0.215, -1.845], [-6.645, -1.752, -0.692], [-8.395, -1.783, -0.974], [-7.270, -2.254, -2.274], [-8.021, -0.073, -2.498]],
  "atomic_forces_ev_per_a": [[0.0, -0.3, 0.5], [0.2, 0.3, -0.3], [-0.1, 0.0, 0.0], [0.0, 0.3, -0.2], [0.6, -0.4, -0.3], [-0.4, -0.1, 0.1], [0.0, -0.4, 0.4], [0.1, -0.1, -0.2], [-0.2, 0.1, 0.3], [0.2, 0.0, -0.1], [-0.2, 0.0, -0.1], [-0.1, 0.1, 0.0], [-0.3, 0.1, -0.3], [0.0, -0.1, -0.3], [0.2, -0.1, 0.1], [0.0, 0.1, -0.2], [-0.1, 0.0, 0.0], [0.0, 0.0, -0.2], [0.1, 0.0, 0.1], [-0.1, -0.1, 0.1], [0.0, 0.0, 0.1], [0.1, 0.0, -0.1], [-0.1, 0.0, 0.1], [0.0, -0.1, 0.0], [-0.2, 0.2, 0.1], [0.1, 0.2, -0.1], [0.0, 0.2, -0.1], [-0.1, 0.1, -0.1], [0.0, 0.0, 0.0], [-0.1, 0.0, 0.0], [0.1, -0.1, -0.1], [0.0, -0.1, -0.1], [0.0, 0.1, 0.1], [0.0, 0.1, 0.1], [0.1, -0.1, 0.0], [0.0, 0.0, -0.1], [0.0, -0.1, 0.0], [0.1, -0.1, 0.2], [0.0, 0.0, 0.2], [0.0, 0.1, 0.0], [0.0, 0.1, 0.1], [0.0, 0.1, -0.1], [-0.1, 0.0, 0.1], [0.0, -0.1, 0.0], [0.0, 0.0, 0.1], [0.0, 0.0, 0.1], [0.1, 0.0, 0.0], [0.0, 0.0, 0.0], [0.3, 0.2, 0.0], [0.0, 0.0, 0.0], [0.0, 0.0, 0.0], [0.0, 0.0, 0.0], [-0.1, -0.2, 0.1], [-0.1, 0.2, -0.2], [0.1, -0.2, 0.1], [0.0, 0.0, 0.0], [0.0, -0.1, 0.0], [0.0, -0.1, 0.1], [0.0, 0.1, 0.0]]
}

***

{
  "formula": "C8H6NO5Pt",
  "method": "ωB97M-V/def2-TZVPD",
  "orbital_gap_ev": [5.6, 5.8],
  "e_tot_ha": -857.139281,
  "largest_force_ev_per_a": 8.04,
  "multiplicity": 5,
  "total_charge": 3,
  "e_above_lowest_ev": 0.0000,
  "e_homo_ev": [-17.97, -24.24],
  "s_squared": 6.02,
  "elements": ["O", "C", "Pt", "C", "O", "C", "O", "C", "O", "C", "O", "H", "C", "C", "C", "N", "H", "H", "H", "H", "H"],
  "positions_angstrom": [[-0.039, 3.807, -1.488], [-0.066, 2.651, -1.559], [-0.003, -0.338, -2.462], [-0.007, -2.081, -1.760], [0.023, -3.186, -1.438], [-0.139, -1.481, -4.464], [-0.125, -1.272, -5.613], [1.975, 0.012, -1.849], [3.088, 0.072, -1.572], [-1.991, 0.028, -1.987], [-3.095, 0.021, -1.668], [0.219, 1.673, -2.195], [0.548, 0.359, 3.928], [-0.502, -0.334, 3.047], [-0.237, -0.158, 1.638], [-0.069, -0.034, 0.516], [1.550, -0.050, 3.730], [0.308, 0.204, 4.984], [0.570, 1.440, 3.727], [-0.513, -1.408, 3.241], [-1.494, 0.076, 3.244]],
  "atomic_forces_ev_per_a": [[0.4, -2.2, -1.0], [-0.9, 1.4, 1.5], [-0.5, 1.2, -0.8], [0.2, -7.6, 2.5], [-0.2, 4.2, -1.1], [0.2, 2.6, -6.1], [-0.1, -1.6, 6.1], [5.9, 0.0, 0.5], [-4.3, -0.1, -0.9], [-5.2, 0.3, 0.6], [4.2, 0.0, -1.2], [0.3, 1.9, -0.6], [-3.0, -1.9, 0.5], [3.8, 2.5, -0.6], [-0.8, -0.5, 2.9], [0.4, 0.2, -2.4], [1.0, 0.4, -0.4], [0.0, 0.0, -0.2], [0.8, 0.8, -0.4], [-0.8, -1.2, 0.6], [-1.4, -0.3, 0.5]]
}

***

{
  "formula": "CH2O4S",
  "method": "ωB97M-V/def2-TZVPD",
  "orbital_gap_ev": 10.4,
  "e_tot_ha": -738.432680,
  "largest_force_ev_per_a": 3.57,
  "total_charge": 0,
  "e_above_lowest_ev": 0.4626,
  "e_homo_ev": -10.06,
  "elements": ["C", "O", "O", "O", "O", "S", "H", "H"],
  "positions_angstrom": [[1.530, 1.154, 0.753], [2.207, 1.979, 0.352], [-0.258, 0.438, -1.398], [-1.811, -0.767, 0.294], [0.889, 0.286, 1.142], [-1.147, -0.700, -1.237], [-1.295, -0.523, 1.032], [-0.115, -1.866, -0.938]],
  "atomic_forces_ev_per_a": [[0.0, -0.4, -0.3], [1.0, 1.5, -0.5], [-0.2, 0.4, -0.2], [-1.5, -0.4, -2.7], [-1.0, -1.2, 0.9], [1.8, -2.2, 2.1], [1.7, 0.5, 1.1], [-1.8, 1.7, -0.6]]
}